[1]
The following is a DFT calculation (ωB97M-V/def2-TZVPD) of one molecule with the formula C5H8O in a non-equilibrium geometry.

Geometry as XYZ:
```
14
C5H8O | the Open Molecules 2025 dataset | ωB97M-V/def2-TZVPD
C 0.6423 -1.2233 -0.3769
C -1.3031 -0.3665 -0.4282
C -0.9759 0.7885 0.4496
O -0.4082 0.4353 1.7005
C 0.4829 0.9733 0.7414
C 1.2863 0.0954 -0.1351
H 1.2555 -1.7595 -1.1331
H 0.2782 -1.8600 0.4005
H -1.9306 -0.0431 -1.2885
H -1.7730 -1.2097 0.0681
H -1.5307 1.7304 0.4073
H 0.8909 1.9493 1.0032
H 0.7448 0.1527 -1.1012
H 2.3406 0.3373 -0.3076
```

Calculated values
Multiplicity: 1


[2]
The following is a DFT calculation (ωB97M-V/def2-TZVPD) of a 2-piece molecular cluster, C3H13N3 overall.

Geometry as XYZ:
```
19
C3H13N3 | the Open Molecules 2025 dataset | ωB97M-V/def2-TZVPD
C 0.1065 -2.0521 1.1970
N 0.4164 -0.6454 1.0167
C 0.4339 0.0650 2.2927
H -0.8734 -2.1364 1.6703
H 0.8395 -2.5952 1.8126
H 0.0521 -2.5857 0.2462
H 1.3005 -0.5263 0.5392
H 1.0840 -0.3937 3.0379
H 0.7894 1.0719 2.0997
H -0.5753 0.0660 2.7052
N -1.3339 0.3124 -1.3217
C -0.3842 0.7873 -2.3030
N 0.5796 1.7279 -1.7451
H -2.1489 0.9129 -1.3212
H -0.9069 0.2767 -0.3938
H -0.9492 1.2074 -3.1416
H 0.1745 -0.0613 -2.6816
H 0.1394 2.5149 -1.2891
H 1.2562 2.0536 -2.4205
```

Calculated values
Multiplicity: 1
Structure (SMILES): CNC.NCN


In hartree, the highest occupied orbital energy values for the records above are, in order, -0.3300 -0.3204.
In hartree, the LUMO values for the records above are, in order, 0.039 0.041.
In kcal/mol, the energy relative to the best compared isomer or geometry (same formula, charge and spin) values for the records above are, in order, 113.5 9.6.